This record from OMol25 describes a structure of composition C28H56AlBr2Cl36IO3P in a non-equilibrium geometry. The level of theory is the ωB97M-V functional and the def2-TZVPD basis.

Each line ends with the Mulliken charge.
Cartesian coordinates (Å):
C: 1.618 -1.554 0.233  -0.823
C: 2.864 -1.680 -0.666  -0.447
O: 3.185 -0.450 -1.291  -0.141
C: 4.188 0.283 -0.590  -0.351
C: 4.789 1.395 -1.427  -0.480
C: 3.927 2.648 -1.619  -0.966
C: 2.592 2.372 -2.354  -0.647
C: 1.415 2.310 -1.375  -0.507
Al: -0.319 1.814 -2.242  -0.326
I: -1.101 3.886 -3.629  -0.337
C: -1.667 1.493 -0.778  0.199
Br: -1.442 2.670 0.744  -0.205
C: -2.655 0.599 -0.758  0.537
C: -2.878 -0.379 -1.883  -1.233
Br: -3.895 0.463 0.704  -0.261
P: -0.053 0.002 -3.757  0.084
O: 0.254 -1.401 -2.877  -0.407
O: 1.342 0.336 -4.655  -0.451
H: 1.816 -1.852 1.263  0.383
H: 1.242 -0.532 0.205  0.097
H: 0.810 -2.190 -0.129  0.352
H: 2.619 -2.370 -1.480  0.335
H: 3.717 -2.100 -0.127  0.415
H: 4.996 -0.424 -0.350  0.430
H: 3.793 0.663 0.360  0.211
H: 5.691 1.706 -0.895  0.007
H: 5.116 1.000 -2.392  0.234
H: 4.542 3.345 -2.198  0.353
H: 3.727 3.123 -0.655  0.409
H: 2.736 1.439 -2.893  0.076
H: 2.408 3.208 -3.031  0.676
H: 1.303 3.297 -0.910  0.528
H: 1.633 1.609 -0.561  0.076
H: -3.864 -0.829 -1.774  0.444
H: -2.761 0.074 -2.864  0.297
H: -2.165 -1.199 -1.775  0.208
H: 1.104 -1.310 -2.421  0.185
H: 1.936 -0.415 -4.534  0.269
C: -0.465 -2.289 -7.646  -0.480
Cl: -0.168 -2.048 -5.921  0.036
Cl: -2.036 -1.628 -8.140  -0.189
H: 0.311 -1.779 -8.205  0.309
H: -0.459 -3.347 -7.871  0.270
C: -2.789 -2.009 3.647  0.085
Cl: -3.264 -3.712 3.535  -0.188
Cl: -1.152 -1.732 3.051  -0.085
H: -3.473 -1.419 3.046  -0.118
H: -2.836 -1.708 4.687  0.283
C: -6.391 2.600 3.236  -0.255
Cl: -8.070 2.223 3.650  -0.146
Cl: -5.341 1.223 3.557  -0.100
H: -6.341 2.841 2.180  0.109
H: -6.065 3.442 3.835  0.351
C: -8.174 -1.704 3.754  0.216
Cl: -8.233 -2.415 2.134  -0.171
Cl: -6.817 -2.338 4.693  -0.151
H: -8.054 -0.631 3.654  -0.205
H: -9.095 -1.941 4.271  0.307
C: -10.383 3.306 1.039  0.129
Cl: -11.617 4.346 0.304  -0.178
Cl: -8.749 3.897 0.739  -0.139
H: -10.551 3.276 2.109  0.176
H: -10.474 2.316 0.614  0.008
C: 8.637 0.694 0.728  0.148
Cl: 8.334 -1.042 0.887  -0.102
Cl: 7.250 1.690 1.183  -0.172
H: 9.473 0.947 1.369  -0.170
H: 8.877 0.908 -0.308  0.302
C: -3.972 6.327 -3.356  0.233
Cl: -5.205 6.092 -2.111  -0.155
Cl: -3.435 8.017 -3.433  -0.164
H: -3.114 5.701 -3.129  -0.315
H: -4.394 6.058 -4.316  0.288
C: 8.113 -4.902 2.811  -0.187
Cl: 9.144 -4.031 3.958  -0.176
Cl: 7.254 -3.808 1.726  -0.068
H: 8.735 -5.561 2.219  0.302
H: 7.383 -5.474 3.373  0.126
C: 3.299 -6.352 5.428  -0.206
Cl: 3.333 -8.086 5.078  -0.174
Cl: 4.569 -5.481 4.560  -0.095
H: 2.341 -5.953 5.118  0.327
H: 3.449 -6.213 6.490  0.136
C: 12.580 2.448 1.287  -0.004
Cl: 11.408 3.750 1.045  -0.160
Cl: 11.817 1.003 1.967  -0.148
H: 13.017 2.190 0.330  0.306
H: 13.346 2.781 1.975  -0.017
C: 2.253 -5.086 -5.486  -0.364
Cl: 2.985 -3.885 -4.417  -0.065
Cl: 1.939 -4.421 -7.096  -0.171
H: 2.930 -5.926 -5.580  0.346
H: 1.309 -5.401 -5.056  0.249
C: 14.808 1.576 4.336  -0.256
Cl: 15.504 2.120 2.798  -0.167
Cl: 14.588 -0.172 4.380  -0.128
H: 15.484 1.860 5.133  0.326
H: 13.843 2.054 4.467  0.248
C: -11.696 -0.815 1.403  -0.339
Cl: -10.806 0.101 2.627  -0.085
Cl: -12.054 0.156 -0.030  -0.132
H: -11.093 -1.664 1.102  0.256
H: -12.630 -1.147 1.839  0.310
C: -15.012 2.802 1.746  -0.338
Cl: -15.017 1.995 0.175  -0.131
Cl: -13.695 2.225 2.776  -0.102
H: -14.888 3.866 1.588  0.253
H: -15.953 2.596 2.243  0.330
C: -0.906 10.687 -3.808  -0.156
Cl: -2.167 11.752 -4.449  -0.154
Cl: 0.714 11.250 -4.241  -0.171
H: -0.989 10.667 -2.729  0.286
H: -1.051 9.694 -4.217  0.189
C: 6.846 -5.050 7.540  -0.085
Cl: 7.723 -5.165 9.070  -0.170
Cl: 5.155 -4.592 7.776  -0.160
H: 7.321 -4.298 6.921  0.207
H: 6.874 -6.016 7.050  0.217
C: -12.089 -0.434 -3.558  0.120
Cl: -10.875 -0.082 -4.791  -0.153
Cl: -12.781 -2.051 -3.754  -0.168
H: -11.621 -0.377 -2.583  -0.058
H: -12.886 0.296 -3.638  0.265
C: 4.886 -6.165 -1.731  -0.433
Cl: 4.022 -7.175 -2.904  -0.165
Cl: 4.093 -4.616 -1.453  -0.001
H: 4.931 -6.703 -0.792  0.303
H: 5.885 -5.979 -2.109  0.297

- multiplicity = 1
- net charge = -1
- largest force on an atom (eV Å⁻¹) = 1.8
- LUMO energy (eV) = 1.3597
- molecular weight (g/mol) = 2061.7
- frontier orbital gap (eV) = 5.14